209
Properties=species:S:1:pos:R:3:forces:R:3 method="wB97M-V/def2-TZVPD" lumo_ev=4.1 energy_ev=-159091.58830 orbital_gap_ev=2.3 homo_ev=1.8 total_charge=-3
P 0.0039 0.2316 0.1420 0.7827 -1.4548 1.6473
F 1.5466 0.7234 -0.1683 -0.8615 -0.4096 -0.8388
F -0.6044 1.2277 -1.0494 0.5618 -0.7875 0.0937
F 0.1436 -1.0772 -0.8702 0.4218 1.7710 0.5585
F -1.4967 -0.2892 0.4475 -0.0898 0.8126 0.0354
F 0.5462 -0.5804 1.4588 -0.1935 0.2511 -1.4282
F -0.0895 1.5263 1.1469 -0.8005 0.0548 -0.4269
C -0.2840 -3.8562 6.8696 -0.3170 3.6713 0.0915
C 0.3129 -4.8163 6.0906 -1.3968 -1.6057 0.6695
C 1.2649 -4.3706 4.9927 1.5026 -2.1033 -3.3053
O 1.7371 -5.1373 4.0931 -0.9462 -1.0076 1.9644
C 1.6165 -3.0568 4.7742 -1.1104 2.5709 1.7790
C 0.9894 -2.0271 5.5343 -0.2768 -0.7090 0.5112
C -0.0556 -2.4094 6.6801 0.9645 -1.7485 0.5755
O -0.4632 -1.5009 7.4139 -0.1875 -0.6629 -0.2036
O 1.1854 -0.8251 5.4307 0.6507 1.3849 -0.6555
O -0.0566 -6.0141 6.3006 1.1927 -0.1574 -0.9283
H -1.0259 -4.1578 7.6060 0.1272 -0.0528 0.0316
H 2.1108 -2.8150 3.8406 0.0450 -0.0159 0.1555
C 0.9942 -7.2833 -1.8589 0.6410 1.2822 -0.7779
C 2.5236 -6.9693 -1.9872 -0.9002 -1.4456 0.5220
O 3.1185 -7.3948 -0.7400 -0.2792 0.5084 -0.5064
O 0.3783 -6.2944 -1.0423 -0.0837 -1.0384 -0.1201
H 0.8244 -8.3185 -1.5274 0.1786 0.3114 0.3494
H 0.5294 -7.1941 -2.8552 0.3409 -0.2428 -0.1092
H 2.6588 -5.9045 -2.2155 0.0313 -0.1005 0.4878
H 2.9189 -7.5681 -2.8260 0.0181 0.0802 0.1163
H 3.9389 -7.8739 -0.8650 0.0482 0.1723 -0.3026
H -0.2535 -5.8678 -1.6247 0.0455 0.4269 0.3248
C -1.7813 6.7632 3.6884 0.4957 -1.1680 -0.1346
C -1.3206 5.5771 4.5223 0.3850 -0.0455 0.9351
O -1.5016 5.7509 5.9530 -0.2474 0.4919 -0.6151
O -3.1776 6.8964 3.8254 -0.2827 0.7242 -0.2058
H -1.6098 6.4820 2.6425 0.1537 0.1590 0.0397
H -1.1924 7.6657 3.8979 -0.3231 0.0829 0.0967
H -0.2593 5.3514 4.4055 -0.0351 -0.0697 -0.6732
H -1.9205 4.7148 4.2320 0.0784 -0.0305 0.0961
H -0.7244 6.2317 6.2562 -0.0922 -0.1393 0.1007
H -3.3476 7.5499 4.5017 -0.1424 -0.0329 0.3106
C -1.6984 1.3895 4.9472 -0.7811 1.0993 -0.6790
C -0.3553 1.8227 4.4446 0.5349 0.9509 -0.5619
O 0.5387 1.9556 5.5259 -0.0140 0.4158 0.6851
O -1.6348 0.2640 5.6867 0.3271 -1.3997 0.8716
H -2.3787 1.2231 4.0892 0.2642 0.5032 -0.2263
H -2.1570 2.1758 5.5793 0.2351 0.4584 -0.4195
H -0.5077 2.8108 3.9733 -0.0952 -0.0387 -0.0517
H 0.0956 1.2076 3.6619 -0.3394 -0.5553 0.2345
H 1.2424 2.5635 5.2931 0.0198 -0.0896 -0.2186
H -2.5167 -0.1022 5.6997 0.0748 -0.6607 0.3204
C -4.4811 -0.8125 4.1507 -0.3049 -0.7851 -0.6907
C -5.6857 -0.0912 4.7227 0.4095 -1.0035 1.6882
O -5.3538 0.8929 5.6799 -0.1415 0.7339 -0.2037
O -3.6428 -1.4988 5.0941 -1.1037 0.6390 -0.3283
H -3.8439 -0.1605 3.5625 0.1481 0.1153 0.0705
H -4.9524 -1.5392 3.4717 0.3873 -0.0658 -0.2447
H -6.2200 -0.8758 5.2872 -0.3823 -0.0483 -0.3609
H -6.3650 0.3025 3.9601 0.4079 0.2293 0.0754
H -4.8420 0.4813 6.3868 0.0883 -0.0721 -0.2128
H -4.0497 -2.3403 5.3316 0.2041 0.0635 0.0543
C 3.6859 -2.6106 1.2674 -0.3784 -1.4941 0.7893
C 3.5841 -2.8719 -0.2519 -0.8779 -0.4327 0.7447
O 2.3997 -3.6377 -0.6112 1.1808 0.7274 -0.1873
O 3.7493 -3.8671 2.0213 0.5516 1.5373 -1.5175
H 2.8117 -2.0511 1.6342 -0.0275 -0.0213 -0.3545
H 4.5737 -2.0076 1.5181 0.0683 0.0114 -0.4482
H 4.4365 -3.4778 -0.5824 0.0351 0.1905 0.0973
H 3.5963 -1.8982 -0.7644 0.0959 -0.1736 0.0063
H 1.7377 -3.0461 -0.9909 -0.1307 -0.1506 0.4011
H 4.0202 -3.6091 2.9187 -0.4685 -0.4402 0.0669
C 4.4994 -0.7089 4.3392 -0.2378 -1.4802 0.1394
C 5.3977 -1.9805 4.4101 -0.9035 1.1014 0.5178
O 4.6305 -3.1533 4.5498 1.0694 0.1370 0.2344
O 5.3118 0.4077 4.0912 0.6481 0.9514 0.0792
H 3.9208 -0.5956 5.2602 -0.1971 -0.0122 -0.1443
H 3.8029 -0.7654 3.5031 -0.1011 -0.1855 0.1638
H 6.0844 -1.8305 5.2659 0.0244 -0.1428 -0.1316
H 6.0013 -1.9813 3.5005 -0.0846 -0.5094 -0.0577
H 4.1459 -3.1344 5.3969 -0.4412 -0.0017 -0.6403
H 5.8730 0.5481 4.8577 0.0526 0.1289 -0.0149
C 0.4297 0.5519 -4.1465 -0.0213 1.7287 0.5437
C 1.6559 1.4150 -3.6743 -0.5353 -1.4599 -2.0761
O 1.3199 2.3452 -2.7045 -0.0782 0.2208 0.8786
O -0.5529 1.4931 -4.6860 0.6961 -0.8373 0.3414
H -0.0639 0.0114 -3.3359 0.3798 -0.2441 0.0976
H 0.7796 -0.1353 -4.9197 -0.3221 0.1132 -0.0601
H 1.8810 1.9516 -4.5985 0.1832 0.3858 0.1156
H 2.5529 0.8052 -3.4802 -0.3114 0.0122 0.5852
H 0.9759 1.8551 -1.9340 0.0795 0.3291 -0.0595
H -0.8429 2.0411 -3.9315 -0.2170 -0.2037 -0.4034
C -1.0098 -3.2677 -2.8057 -0.4761 -0.1233 -1.3746
C -1.5860 -4.0850 -3.9748 -0.2192 0.6660 -0.9786
O -3.0116 -4.0916 -4.1374 0.5893 -0.2200 0.4272
O 0.3442 -3.6936 -2.6730 -0.5125 0.2398 0.6736
H -1.7260 -3.3600 -1.9734 1.1233 -0.4029 0.5253
H -1.0262 -2.2055 -3.0706 -0.0889 0.0718 0.0237
H -1.2190 -5.1136 -3.9616 -0.2811 -0.0271 0.4349
H -1.1333 -3.6552 -4.8826 0.0071 -0.0943 -0.0966
H -3.3366 -3.1771 -4.2268 0.1827 -0.2072 0.0428
H 0.8810 -3.2258 -3.3399 -0.4242 -0.1924 0.1643
C 0.4129 5.6551 -3.1414 -0.5073 1.1067 -0.2374
C 0.8929 6.7818 -4.0855 -0.1854 -1.2207 -0.4407
O 1.2336 7.8955 -3.3428 0.5652 1.2551 1.1212
O 0.1600 4.5282 -3.9315 0.5914 -0.7975 0.1512
H -0.5265 5.9247 -2.6345 0.1620 0.3630 -0.0495
H 1.1376 5.4780 -2.3399 0.1859 -0.0164 -0.3418
H 0.1515 7.1028 -4.8286 -0.2903 -0.7194 0.0794
H 1.7704 6.4074 -4.6356 -0.1456 -0.1820 0.0492
H 1.6100 8.5299 -3.9537 0.0467 0.2375 0.1128
H 0.4939 3.7440 -3.4393 -0.1815 0.0311 -0.3127
C -3.3168 -0.6060 -4.7248 0.5178 1.3591 -1.2622
C -4.0456 0.6321 -5.2337 0.3881 0.8040 0.8878
O -4.6640 0.3697 -6.4710 -0.3674 -1.0797 -0.6521
O -4.1513 -1.6587 -4.3636 -1.1799 -0.2792 0.1642
H -2.7061 -0.3152 -3.8722 0.0904 -0.1157 -0.0373
H -2.7008 -0.9125 -5.5796 0.4309 -0.0599 0.2829
H -3.3293 1.4412 -5.3850 0.3732 -0.1998 0.2072
H -4.7433 1.0110 -4.4781 -0.2212 -0.2673 -0.0264
H -5.4206 0.9283 -6.6407 -0.0331 0.2505 0.2684
H -4.8354 -1.7164 -5.0464 0.0772 -0.1264 0.1210
C 3.3710 -2.5199 -4.0975 -0.2467 -0.2185 -1.1300
C 4.3113 -3.6036 -4.6381 -0.2721 0.0190 0.2377
O 4.6982 -3.5648 -6.0439 -0.5144 0.3772 0.7224
O 2.0622 -2.6579 -4.6919 0.3186 0.3937 -0.0530
H 3.8005 -1.5352 -4.3196 -0.1972 0.0857 0.3115
H 3.1652 -2.6516 -3.0306 0.6163 -0.0113 -0.0658
H 3.7396 -4.5248 -4.5530 0.3146 -0.2591 0.1451
H 5.1718 -3.5917 -3.9660 0.1751 -0.3458 -0.2140
H 5.4572 -2.9915 -6.1900 -0.0914 0.0906 0.3412
H 2.1250 -2.3980 -5.6141 -0.0711 -0.0994 -0.1182
C -5.1616 1.3261 -0.7926 1.5066 -1.6900 1.1851
C -5.0361 1.1117 0.7567 -1.1623 1.2245 -0.9364
O -4.7367 2.4051 1.2942 0.6378 -1.1247 0.1064
O -3.7744 1.2937 -1.2630 -0.8481 0.2116 -0.3881
H -5.6374 2.2841 -1.0248 0.4282 -0.1181 0.0755
H -5.7092 0.5145 -1.2791 -0.1155 0.0033 0.0090
H -4.2898 0.3591 1.0467 -0.0294 0.1593 -0.3743
H -5.9972 0.7674 1.1436 -0.0102 0.1694 0.1620
H -3.7558 2.4916 1.1896 -0.3388 0.1875 0.4567
H -3.3921 0.4349 -1.0229 -0.0017 0.3297 0.1016
C -2.1177 4.3833 0.1238 0.6115 1.1702 -0.6160
C -3.3369 5.3188 0.3593 0.1538 -1.5191 0.4313
O -4.4782 4.6793 -0.1888 -0.1530 0.4813 -0.7074
O -2.2171 3.2095 0.9276 0.2836 0.5833 -0.2656
H -1.1574 4.8999 0.2973 -0.2589 0.1192 0.5802
H -2.0076 4.1143 -0.9380 -0.6388 -0.0595 0.0756
H -3.2823 6.3393 -0.0379 0.3882 -0.3896 -0.2884
H -3.5038 5.4176 1.4388 0.2825 0.0744 0.1006
H -4.4329 3.7439 0.0649 -0.3782 0.2354 0.2689
H -1.4253 2.6721 0.7369 -0.3551 -0.1342 0.3292
C 4.6857 1.2391 0.9021 -1.4809 -0.7340 -2.2783
C 4.7184 1.8840 -0.5072 0.0922 -0.1645 0.8082
O 5.8649 1.4710 -1.2686 0.5691 -0.2028 -0.0141
O 5.5077 1.8629 1.8084 0.0868 0.1667 0.7526
H 4.8532 0.1492 0.7979 0.5149 0.2292 -0.0919
H 3.6200 1.2301 1.1928 0.1331 0.4650 0.1154
H 4.8162 2.9668 -0.4173 -0.5383 0.0376 0.2576
H 3.8271 1.5912 -1.0748 -0.0809 0.1584 0.3080
H 5.9078 2.0593 -2.0280 0.0794 -0.1263 -0.0013
H 5.2420 1.4318 2.6474 0.7682 0.3207 0.1543
C 6.8987 -1.4545 -2.9622 1.0114 0.6627 1.6175
C 7.5958 -2.7155 -2.4534 0.4165 -0.9080 -0.1154
O 8.3031 -2.5765 -1.2069 -0.4468 0.8723 -0.5853
O 5.8348 -1.1031 -2.1176 -0.5374 -0.4005 -0.3617
H 6.6043 -1.5945 -4.0146 -0.1445 -0.0906 0.2259
H 7.6255 -0.6336 -2.9104 0.1944 -0.0742 -0.4147
H 8.3393 -3.0641 -3.1879 -0.2136 0.1912 -0.2569
H 6.8421 -3.5036 -2.3783 -0.1030 0.0016 0.1726
H 8.3965 -3.4302 -0.7816 -0.2712 -0.1105 -0.0642
H 5.9764 -0.2460 -1.6609 0.0379 -0.2121 -0.3912
C -3.7757 3.6526 -3.6055 0.1815 -0.6248 0.1264
C -3.3981 5.1116 -3.8773 0.0591 -0.6326 0.3562
O -2.2947 5.1828 -4.7656 -0.4106 0.3355 -0.0978
O -2.6611 2.9598 -3.0211 0.0017 0.3261 -0.5445
H -4.0572 3.2193 -4.5789 0.4192 0.0108 0.0179
H -4.6744 3.4847 -2.9939 0.2177 0.6332 0.2200
H -3.2101 5.6433 -2.9343 0.0906 -0.1175 -0.0244
H -4.2664 5.5917 -4.3490 0.2588 0.0096 -0.0900
H -1.4693 4.8036 -4.3886 -0.5013 -0.1342 0.0506
H -2.9420 2.2802 -2.3688 -0.3431 0.4515 -0.2700
C -5.4842 -2.9364 -1.8033 -0.6322 0.3129 0.6628
C -4.8963 -2.3411 -0.5256 2.4155 0.2248 -1.0090
O -5.8498 -1.8280 0.3254 -1.7872 0.1650 0.9255
O -6.5078 -3.8371 -1.4040 -0.4755 -0.3298 -0.0951
H -4.8247 -3.5125 -2.4514 0.3405 0.2798 0.3197
H -5.9093 -2.0936 -2.3609 -0.0536 -0.1412 -0.2443
H -4.2978 -1.4475 -0.7357 0.3287 -0.3351 -0.5406
H -4.2186 -3.0208 -0.0051 -0.0943 -0.2544 -0.0433
H -6.1198 -2.5115 0.9401 -0.0281 -0.0716 0.2310
H -7.0773 -3.3522 -0.7945 0.0060 -0.0204 -0.1418
C 2.0609 4.8826 0.2308 -0.2210 -0.2030 0.1206
C 1.5876 4.0850 1.4428 0.1906 0.5046 -0.4172
O 1.8451 4.7648 2.6753 0.2961 -0.6777 -0.2329
O 3.4810 5.0691 0.2489 -0.3004 -0.2384 0.1317
H 1.5803 5.8655 0.1572 -0.1627 -0.1034 0.1715
H 1.7465 4.2687 -0.6234 0.1431 0.1252 -0.1948
H 2.0266 3.0853 1.3542 0.1894 0.1228 0.5000
H 0.5138 3.9134 1.3615 -0.0260 0.1983 0.0201
H 2.6461 4.3572 3.0276 -0.1039 0.2477 0.0634
H 3.6959 5.6774 -0.4614 0.0377 0.0250 -0.0292
C -1.8165 -4.7457 2.1220 -0.1419 -0.9094 0.6545
C -1.2815 -3.5742 1.3815 0.5319 0.4492 -0.5338
O 0.0811 -3.2921 1.6441 -0.9871 -0.0723 -0.0871
O -0.9325 -5.8731 1.9450 -1.2715 0.7735 -0.1308
H -2.8441 -4.8917 1.7231 0.2775 -0.4151 -0.2845
H -2.0216 -4.5352 3.1808 0.6945 -0.0024 0.0999
H -1.9570 -2.7327 1.5977 0.2040 0.1498 0.0181
H -1.4018 -3.8092 0.3100 0.1533 0.0890 -0.0459
H 0.1319 -2.3682 1.9029 0.2013 -0.0934 0.1945
H -1.4871 -6.6551 1.9980 0.1934 -0.1423 0.1563